No. 1
Formula: C6H15N
Source: OMol25
Level of theory: ωB97M-V/def2-TZVPD

XYZ file:
```
22
Properties=species:S:1:pos:R:3:forces:R:3:mulliken_charge:R:1
C -2.459240 1.880035 0.868170 0.7 -0.9 0.2 -1.428
C -1.462249 0.764188 0.615113 1.1 -0.5 -0.4 -0.241
C -0.135130 1.301412 0.001865 -1.1 -0.6 0.6 -0.658
N 0.550475 0.382283 -0.912032 0.5 0.2 0.5 -0.551
C 1.205432 -0.773931 -0.277005 0.3 -0.2 0.2 0.670
C 0.265920 -1.894074 0.221478 0.6 0.3 0.3 -1.306
C 2.222380 -1.359809 -1.236268 0.0 -0.7 0.3 -1.598
H -1.923420 2.705677 1.307573 -0.1 0.5 0.3 0.356
H -2.870206 2.154711 -0.076470 -0.4 0.5 -0.6 0.358
H -3.253034 1.542499 1.517657 -0.3 0.1 0.2 0.391
H -1.172160 0.223283 1.518957 -0.4 0.0 0.1 0.276
H -1.846474 0.021621 -0.083498 -0.3 0.1 0.0 0.287
H 0.490830 1.573206 0.863208 0.2 0.3 -0.2 0.300
H -0.412609 2.184703 -0.565279 0.3 0.3 -0.1 0.483
H 1.362149 0.937595 -1.182229 -0.3 -0.1 -0.6 0.260
H 1.799631 -0.448971 0.590973 -0.2 0.3 0.1 0.247
H 0.558533 -2.878053 -0.146529 -0.2 0.1 -0.4 0.388
H 0.401149 -1.991427 1.294250 -0.3 0.1 0.3 0.279
H -0.765397 -1.662585 0.006718 -0.2 -0.3 -0.1 0.319
H 2.807873 -2.094791 -0.675159 0.0 0.0 -0.1 0.393
H 1.703370 -1.922280 -2.008793 0.1 0.2 -0.4 0.356
H 2.932181 -0.645282 -1.642702 -0.1 0.2 -0.2 0.417
```
Positions in Å, forces in eV/Å.

Its total energy is -292.337376 Eh. The energy above the lowest of the compared OMol25 structures with the same formula, charge and spin is 19.86 kcal/mol. The multiplicity is 1. As for the SMILES: CCCNC(C)C. The HOMO energy is -0.333 Ha. The orbital gap comes out at 10.23 eV.



No. 2
Formula: C6H15N
Source: OMol25
Level of theory: ωB97M-V/def2-TZVPD

XYZ file:
```
22
Properties=species:S:1:pos:R:3:forces:R:3:mulliken_charge:R:1
C 2.570938 -1.631030 -0.358812 0.0 2.0 -0.2 -0.974
C 1.158251 -1.739249 -1.009636 1.7 -0.2 -0.9 -0.656
C -0.065829 -1.345667 -0.152034 0.5 -2.7 -1.4 -0.678
C 0.030830 -0.180409 0.781021 -1.3 0.9 -0.9 -0.329
C -0.065599 1.160991 -0.024509 0.6 -0.3 0.4 -0.663
C -1.459760 1.726389 -0.235254 -0.5 -0.7 -0.6 -0.626
N -2.179302 1.932271 1.029687 -0.3 -0.7 -0.4 -0.520
H 3.110073 -0.830510 -0.891600 -0.2 0.2 0.4 0.237
H 3.340533 -2.396854 -0.417891 -0.8 -0.9 0.1 0.355
H 2.455672 -1.273942 0.669685 0.4 -0.3 0.0 0.217
H 1.115204 -2.775889 -1.349028 -0.7 -0.1 0.1 0.429
H 1.195026 -1.177777 -1.962738 -0.1 0.0 0.5 0.356
H -0.296372 -2.333878 0.285547 -0.2 0.7 0.9 0.344
H -0.856544 -1.293769 -0.911087 -0.3 0.7 0.3 0.204
H -0.829259 -0.254782 1.447923 0.3 0.3 0.4 0.327
H 0.968677 -0.168988 1.313586 0.0 -0.2 0.4 0.252
H 0.431783 0.934080 -0.972346 -0.1 0.5 -0.2 0.295
H 0.530347 1.896629 0.499973 0.3 0.3 0.1 0.352
H -1.539913 2.594720 -0.907685 0.7 0.0 0.3 0.354
H -2.002700 0.956881 -0.815562 -0.1 0.1 0.3 0.298
H -2.315672 2.885646 1.327885 0.2 0.2 -0.3 0.221
H -3.086652 1.527071 0.854269 -0.3 0.2 0.6 0.205
```
Positions in Å, forces in eV/Å.

Its total energy is -292.323904 Eh. The energy above the lowest of the compared OMol25 structures with the same formula, charge and spin is 28.32 kcal/mol. The multiplicity is 1. As for the SMILES: CCCCCCN. The HOMO energy is -0.345 Ha. The orbital gap comes out at 10.50 eV.



No. 3
Formula: C6H15N
Source: OMol25
Level of theory: ωB97M-V/def2-TZVPD

XYZ file:
```
22
Properties=species:S:1:pos:R:3:forces:R:3:mulliken_charge:R:1
C -0.857676 0.639081 1.657752 4.4 1.2 2.6 -0.240
C -0.983355 2.006544 2.419859 -5.6 -0.3 -1.1 -1.405
C 0.231636 0.942324 0.583715 0.1 0.4 0.0 -0.697
N 0.815611 -0.220023 -0.048422 -2.2 -2.7 1.1 0.114
C 1.691674 -1.161427 -2.136813 0.6 2.5 -0.8 -1.194
C 0.376257 -0.705989 -1.303196 1.9 2.6 -4.2 0.092
C -0.748184 -1.705116 -1.305590 0.7 -0.9 0.7 -1.114
H -0.331094 -0.094228 2.348854 -0.9 0.7 -0.4 0.281
H -1.754711 0.195842 1.387920 -1.7 -0.4 -1.1 0.383
H -0.198411 2.488091 2.864668 2.6 0.5 0.9 0.457
H -1.565068 2.828331 1.863840 1.2 -1.3 -0.1 0.346
H -1.781832 1.897704 3.196732 0.9 -0.4 -0.1 0.355
H 1.089313 1.382448 1.058073 0.3 0.3 1.0 0.410
H -0.140358 1.763593 -0.036959 0.2 -0.8 -1.0 0.403
H 0.963751 -1.091830 0.569307 0.4 2.0 -0.4 0.404
H 1.474899 -1.448023 -3.190534 -0.6 0.7 0.6 0.390
H 2.380796 -0.129177 -2.236591 -1.4 -3.2 0.5 0.303
H 2.178409 -2.085262 -1.820727 0.3 0.5 0.9 0.373
H 0.079796 0.229537 -1.889502 0.0 -1.2 0.8 0.305
H -1.098651 -1.759757 -2.349218 0.2 -0.3 0.5 0.357
H -0.271517 -2.681169 -0.951609 -1.4 1.0 -0.4 0.379
H -1.551278 -1.291494 -0.681557 0.0 -0.7 -0.1 0.297
```
Positions in Å, forces in eV/Å.

Its total energy is -291.993427 Eh. The energy above the lowest of the compared OMol25 structures with the same formula, charge and spin is 43.14 kcal/mol. The multiplicity is 2. Its net charge is +1. The HOMO energy (spin up / spin down) is -0.564 / -0.571 Ha. The orbital gap (spin up / spin down) comes out at 12.51 / 7.97 eV.



No. 4
Formula: C6H15N2
Source: OMol25
Level of theory: ωB97M-V/def2-TZVPD

XYZ file:
```
23
Properties=species:S:1:pos:R:3:forces:R:3:mulliken_charge:R:1
C -1.003586 1.402688 -0.947775 0.6 1.2 0.3 -0.185
N -0.191964 0.723702 -0.055195 -0.4 -1.3 -0.3 0.058
C 1.022783 0.193865 -0.493468 0.3 1.8 0.3 -0.364
C 2.031260 0.193346 0.701156 0.6 -0.6 0.6 -0.786
C 3.134694 -0.804619 0.473485 -0.2 0.1 -0.3 -0.021
C 4.310267 -0.418598 -0.000240 -0.1 0.2 -0.1 -0.795
C -2.102748 2.225777 -0.306119 -0.5 -1.2 0.7 -1.150
N -4.074756 -2.798362 0.974188 0.6 0.0 -0.1 -0.666
H -1.424317 0.596197 -1.592248 0.1 -0.3 0.1 0.375
H -0.336213 1.912970 -1.652232 -0.1 0.2 -0.5 0.458
H -4.058645 -3.041147 -0.006208 -0.2 0.1 -0.1 0.218
H 1.376387 0.765846 -1.354763 0.2 -0.4 -0.4 0.393
H 0.909785 -0.857145 -0.774463 -0.4 -0.4 0.1 0.349
H 1.445113 -0.012093 1.595119 0.1 -0.1 0.1 0.339
H 2.530246 1.148356 0.842828 -0.5 0.4 -0.3 0.410
H 2.912580 -1.849848 0.642791 0.0 -0.1 0.0 0.367
H 5.096097 -1.105004 -0.276825 0.1 -0.1 0.2 0.281
H 4.503707 0.639009 -0.154358 0.1 -0.1 -0.1 0.237
H -2.342790 1.672721 0.608740 -0.2 0.3 0.0 0.343
H -1.827787 3.225377 -0.019719 0.4 0.3 -0.1 0.343
H -4.968796 -2.396204 1.209911 -0.1 -0.2 0.0 0.226
H -3.012942 2.248478 -0.893401 0.1 0.1 -0.3 0.343
H -3.928385 -3.665309 1.478805 -0.2 0.2 0.1 0.228
```
Positions in Å, forces in eV/Å.

Its total energy is -346.705454 Eh. The energy above the lowest of the compared OMol25 structures with the same formula, charge and spin is 129.97 kcal/mol. The multiplicity is 1. Its net charge is +1. The HOMO energy is -0.459 Ha. The orbital gap comes out at 4.44 eV.



No. 5
Formula: C6H15N2
Source: OMol25
Level of theory: ωB97M-V/def2-TZVPD

XYZ file:
```
23
Properties=species:S:1:pos:R:3:forces:R:3:mulliken_charge:R:1
C 2.062015 -0.979645 1.633191 -0.1 0.9 0.3 -0.751
C 0.835989 -0.862958 2.126989 0.0 -1.4 0.1 -0.207
C -0.267001 0.095606 1.799228 0.6 0.9 0.6 -0.708
C -0.570475 0.115909 0.314295 -1.8 -0.4 -0.6 0.143
N -1.966470 0.754023 0.024350 0.4 -0.3 0.8 -0.272
C 0.320525 0.805942 -0.652610 0.8 1.7 -2.4 -0.736
N -0.143903 0.655381 -2.079096 -0.4 -2.0 1.1 -0.455
C 0.085670 -0.757595 -2.552078 -0.1 1.2 -0.8 -0.840
H 2.750127 -1.644944 2.118339 0.1 -0.5 -0.2 0.293
H 2.487564 -0.318429 0.890189 0.0 0.1 0.0 0.252
H 0.537704 -1.640683 2.826238 0.1 0.2 0.2 0.312
H -1.115332 -0.100504 2.487544 0.1 -0.2 -0.9 0.395
H 0.100551 1.059224 2.160990 -0.2 0.4 -0.3 0.302
H -0.651370 -0.933089 -0.035897 -0.2 0.5 0.2 0.222
H -1.927497 1.742496 0.286165 -0.1 -0.1 0.1 0.357
H -2.147067 0.733846 -0.987382 0.1 -0.2 0.0 0.389
H -2.693843 0.286354 0.582213 0.1 0.2 -0.5 0.379
H 0.361916 1.918812 -0.709798 0.0 -0.5 1.7 0.281
H 1.328732 0.423515 -0.545446 0.2 0.0 0.1 0.387
H 0.484042 1.226363 -2.623296 -0.1 0.2 -0.1 0.306
H 0.929458 -1.127121 -1.979943 0.6 -0.4 -0.6 0.361
H -0.717228 -1.473440 -2.387688 -0.4 0.4 0.1 0.239
H 0.217091 -0.668443 -3.658279 0.3 -0.5 1.0 0.350
```
Positions in Å, forces in eV/Å.

Its total energy is -346.827504 Eh. The energy above the lowest of the compared OMol25 structures with the same formula, charge and spin is 53.38 kcal/mol. The multiplicity is 1. Its net charge is +1. As for the SMILES: C=CC[C@@H]([NH3+])CNC. The HOMO energy is -0.496 Ha. The orbital gap comes out at 10.26 eV.